{
  "formula": "C22H18MgN4O4",
  "method": "the ωB97M-V functional and the def2-TZVPD basis",
  "homo_energy_ev": -7.32,
  "fmax_ev_per_a": 0.33,
  "e_above_lowest_kcal_mol": 7.1,
  "symbols": ["Mg", "C", "O", "C", "C", "C", "C", "C", "C", "N", "N", "C", "C", "O", "C", "C", "C", "C", "C", "C", "C", "C", "H", "H", "H", "H", "H", "H", "H", "H", "H", "H", "H", "H", "H", "C", "N", "C", "C", "C", "O", "N", "C", "O", "H", "H", "H", "H", "H"],
  "positions_angstrom": [[0.98, -1.62, -0.25], [3.36, -2.88, 1.57], [2.75, -1.66, 1.15], [2.67, -0.65, 2.09], [3.30, -0.68, 3.32], [3.17, 0.41, 4.17], [2.41, 1.51, 3.80], [1.77, 1.53, 2.57], [1.89, 0.45, 1.72], [1.27, 0.32, 0.46], [0.92, 1.40, -0.10], [0.47, 1.36, -1.39], [0.74, 0.28, -2.29], [1.30, -0.83, -1.97], [0.43, 0.49, -3.68], [-0.15, 1.63, -4.12], [-0.46, 2.71, -3.23], [-1.06, 3.89, -3.70], [-1.33, 4.93, -2.85], [-1.00, 4.81, -1.49], [-0.42, 3.66, -1.01], [-0.13, 2.58, -1.87], [4.41, -2.73, 1.80], [3.26, -3.58, 0.75], [2.83, -3.29, 2.44], [3.90, -1.52, 3.62], [3.66, 0.40, 5.13], [2.31, 2.35, 4.48], [1.17, 2.37, 2.26], [0.66, -0.32, -4.34], [-0.39, 1.74, -5.17], [-1.30, 3.96, -4.76], [-1.79, 5.84, -3.22], [-1.22, 5.62, -0.82], [-0.19, 3.58, 0.04], [-4.75, -2.17, -0.15], [-3.38, -2.52, 0.17], [-3.07, -3.54, 1.01], [-1.79, -3.87, 1.31], [-0.77, -3.08, 0.70], [0.48, -3.25, 0.90], [-1.09, -2.07, -0.13], [-2.37, -1.74, -0.44], [-2.70, -0.83, -1.19], [-5.42, -2.85, 0.39], [-4.92, -2.26, -1.22], [-4.95, -1.14, 0.14], [-3.92, -4.07, 1.42], [-1.55, -4.67, 1.98]]
}